No. 1
48
Properties=species:S:1:pos:R:3 method="wB97M-V/def2-TZVPD" smiles="C[C@@H](OC(=O)c1cccnc1SCc1cc(=O)n2ccccc2n1)c1ccccn1" charge=0 mol_weight_g_mol=418.5 homo_ev=-8.18 lumo_energy_ev=0.21 homo_lumo_gap_ev=8.39
C -2.36 -2.65 -0.44
H -1.30 -2.85 -0.30
H -2.52 -2.35 -1.47
H -2.93 -3.55 -0.22
C -2.79 -1.52 0.48
C -4.24 -1.16 0.25
N -4.49 -0.45 -0.85
C -5.74 -0.11 -1.10
C -6.81 -0.46 -0.29
C -6.55 -1.21 0.85
C -5.24 -1.56 1.13
H -4.99 -2.13 2.01
H -7.35 -1.50 1.51
H -7.82 -0.16 -0.54
H -5.89 0.47 -2.00
H -2.65 -1.79 1.54
O -1.94 -0.41 0.19
C -2.19 0.73 0.83
O -3.04 0.87 1.67
C -1.28 1.82 0.40
C -1.51 3.10 0.90
C -0.69 4.15 0.51
C 0.33 3.87 -0.39
N 0.56 2.66 -0.87
C -0.21 1.64 -0.49
S 0.18 0.08 -1.16
C 1.70 0.46 -2.12
C 2.90 0.31 -1.24
C 3.42 1.38 -0.55
C 4.54 1.22 0.31
O 5.09 2.08 0.97
N 5.04 -0.13 0.36
C 6.11 -0.38 1.15
C 6.64 -1.62 1.26
C 6.06 -2.68 0.52
C 4.99 -2.44 -0.27
C 4.44 -1.13 -0.38
N 3.41 -0.93 -1.16
H 4.51 -3.21 -0.86
H 6.48 -3.68 0.60
H 7.49 -1.80 1.89
H 6.49 0.48 1.68
H 2.99 2.36 -0.63
H 1.59 1.47 -2.50
H 1.72 -0.29 -2.91
H 1.00 4.64 -0.74
H -0.84 5.15 0.88
H -2.33 3.24 1.59

No. 2
21
Properties=species:S:1:pos:R:3 method="wB97M-V/def2-TZVPD" smiles="[H]/N=C(/N)N(C)C(C)C" charge=0 mol_weight_g_mol=115.2 homo_ev=-8.51 lumo_energy_ev=1.00 homo_lumo_gap_ev=9.51
C -1.21 0.89 1.54
C -0.04 -2.12 0.09
C -0.65 -0.76 -0.17
N -0.20 0.24 0.73
H -1.74 -0.80 -0.28
H -2.22 0.51 1.34
H -1.26 1.97 1.43
H -1.01 0.70 2.60
H 1.05 -2.05 0.10
H -0.36 -2.46 1.08
H -0.38 -2.84 -0.65
C -0.08 -0.25 -1.80
C 0.83 1.06 0.04
N 2.06 0.50 0.21
N 0.67 2.30 -0.27
H 2.79 1.16 -0.03
H 2.18 0.12 1.14
H -0.30 2.51 -0.49
H 0.97 -0.18 -2.11
H -0.67 0.61 -2.12
H -0.42 -1.12 -2.38

No. 3
81
Properties=species:S:1:pos:R:3 method="wB97M-V/def2-TZVPD" charge=+2 spin_multiplicity=2 mol_weight_g_mol=678.5 homo_ev="-12.61 / -12.88" lumo_energy_ev="-6.22 / -6.87" homo_lumo_gap_ev="6.39 / 6.01"
Tc -0.51 -0.28 0.00
C 0.08 -5.10 -0.20
N 1.19 -4.17 0.03
C 2.54 -4.74 0.01
C 0.97 -2.88 0.15
O -0.17 -2.38 0.11
C 2.16 -1.95 0.36
O 1.68 -0.61 0.50
C 2.19 0.11 1.66
C 0.36 -1.08 2.75
O 0.13 -2.26 2.85
N 0.41 0.85 4.68
C 2.61 1.72 4.00
C 0.34 1.13 6.12
H 0.15 -5.90 0.54
H 0.15 -5.52 -1.20
H -0.86 -4.58 -0.07
H 2.47 -5.78 0.33
H 3.19 -4.23 0.72
H 2.98 -4.70 -0.98
H 2.85 -2.00 -0.47
H 2.68 -2.24 1.27
H 1.81 1.12 1.53
H 3.28 0.14 1.59
H 3.62 1.45 3.67
H 2.72 2.26 4.94
H 2.17 2.40 3.27
H 0.42 0.20 6.68
H -0.63 1.57 6.36
H 1.13 1.81 6.43
C -4.75 -0.07 0.35
C -3.63 -0.61 -0.28
N -2.53 -0.02 0.18
N -2.91 0.89 1.12
C -4.25 0.87 1.23
B -1.89 1.79 1.84
N -0.90 0.97 2.71
C -0.57 1.35 3.91
C 1.76 0.47 4.20
C 1.73 -0.50 3.00
N -0.51 -0.20 2.06
N -0.98 2.45 0.74
C -0.62 3.80 0.55
C 0.12 3.90 -0.54
C 0.16 2.55 -1.16
N -0.48 1.67 -0.14
H -5.79 -0.33 0.19
H -3.56 -1.37 -1.03
H -4.75 1.53 1.92
H -2.44 2.63 2.50
H -1.21 2.11 4.34
H 2.17 -0.10 5.03
H 2.37 -1.35 3.26
H -0.96 4.55 1.24
H 0.48 4.81 -0.99
H -0.54 2.57 -2.01
C -3.64 -0.31 -5.47
C -2.71 0.68 -5.17
C -1.77 0.47 -4.18
C -1.73 -0.74 -3.49
C -2.66 -1.73 -3.80
C -3.61 -1.52 -4.78
C -0.72 -1.04 -2.47
C 0.22 -0.19 -2.01
C 1.12 0.71 -2.48
C 1.46 1.94 -1.67
C 2.33 2.94 -2.39
C 2.87 2.69 -3.57
C 2.61 1.42 -4.26
C 1.80 0.48 -3.74
H -4.38 -0.14 -6.24
H -2.74 1.62 -5.70
H -1.05 1.25 -3.95
H -2.63 -2.68 -3.27
H -4.33 -2.30 -5.02
H -0.82 -2.02 -2.00
H 2.03 1.62 -0.78
H 2.56 3.86 -1.87
H 3.52 3.41 -4.04
H 3.07 1.24 -5.22
H 1.59 -0.43 -4.28

No. 4
66
Properties=species:S:1:pos:R:3 method="wB97M-V/def2-TZVPD" smiles="O=C1OC[C@@H](F)O1.O=C1OC[C@@H](F)O1.O=C1OC[C@@H](F)O1.COC(=O)OC.COC(=O)OC.COC(=O)OC" charge=0 mol_weight_g_mol=588.4 homo_ev=-10.83 lumo_energy_ev=0.51 homo_lumo_gap_ev=11.34
C 0.72 -5.43 4.60
C -0.57 -4.80 4.15
O -0.42 -4.75 2.74
C 0.55 -5.62 2.37
O 0.75 -5.89 1.24
O 1.18 -6.13 3.45
F -0.73 -3.58 4.72
H 0.66 -5.96 5.54
H 1.46 -4.62 4.68
H -1.43 -5.43 4.38
C 4.15 5.08 0.63
C 4.45 4.38 -0.71
O 3.59 5.07 -1.60
C 3.04 6.16 -1.00
O 2.31 6.93 -1.52
O 3.53 6.29 0.24
F 3.99 3.09 -0.64
H 5.05 5.26 1.22
H 3.52 4.40 1.21
H 5.49 4.39 -1.05
C -2.98 0.82 -2.05
C -1.60 0.21 -2.02
O -1.87 -1.14 -1.67
C -3.14 -1.43 -1.88
O -3.67 -2.47 -1.64
O -3.79 -0.33 -2.34
F -0.72 0.77 -1.17
H -3.12 1.50 -2.89
H -3.22 1.34 -1.12
H -1.08 0.23 -2.98
C 0.52 -0.84 -6.55
O 1.06 -0.66 -5.26
C 0.97 0.51 -4.69
O 0.12 1.33 -4.96
O 1.91 0.64 -3.75
C 1.81 1.78 -2.91
H 1.04 -1.67 -7.02
H 0.60 0.05 -7.17
H -0.53 -1.15 -6.54
H 2.61 2.49 -3.11
H 1.87 1.60 -1.83
H 0.90 2.37 -3.04
C -2.92 -1.66 2.69
O -3.81 -0.75 2.07
C -3.55 0.55 2.12
O -2.81 1.08 2.89
O -4.24 1.23 1.19
C -5.31 0.59 0.51
H -1.95 -1.21 2.81
H -2.96 -2.71 2.37
H -3.41 -1.93 3.65
H -5.10 -0.43 0.18
H -5.53 1.14 -0.41
H -6.23 0.54 1.09
C -0.05 -1.58 0.92
O 0.95 -1.22 1.84
C 1.46 0.01 1.73
O 1.13 0.88 0.98
O 2.44 0.08 2.63
C 3.28 1.21 2.71
H -0.98 -1.02 0.98
H -0.22 -2.66 0.97
H 0.33 -1.55 -0.11
H 3.94 0.95 3.53
H 2.78 2.17 2.88
H 3.76 1.48 1.77

No. 5
26
Properties=species:S:1:pos:R:3 method="wB97M-V/def2-TZVPD" smiles=C[NH2+][C@H](NN)[C@@H]1[C@H](C)N1N charge=+1 mol_weight_g_mol=146.2 homo_ev=-12.81 lumo_energy_ev=-2.82 homo_lumo_gap_ev=9.99
C -2.01 0.47 0.19
C -0.79 0.59 -0.61
C -2.04 0.65 1.66
C 2.26 0.27 -1.83
C 0.63 0.42 0.19
N -1.47 -0.69 -0.43
N -2.18 -1.54 -1.28
N 1.69 -0.91 1.79
N 1.07 -0.86 0.51
N 1.93 1.04 -0.57
H -2.90 0.89 -0.31
H -0.64 1.10 -1.54
H -1.01 0.97 1.97
H -2.19 -0.31 2.07
H -2.83 1.35 2.05
H 1.62 0.58 -2.56
H 3.22 0.35 -2.14
H 2.06 -0.73 -1.66
H 0.64 0.96 1.03
H -2.93 -0.93 -1.69
H -2.50 -2.30 -0.71
H 0.89 -1.07 2.57
H 2.34 -1.68 1.88
H 0.41 -1.58 0.27
H 2.00 2.07 -0.90
H 2.73 0.88 0.06

No. 6
30
Properties=species:S:1:pos:R:3 method="wB97M-V/def2-TZVPD" charge=-1 mol_weight_g_mol=223.3 homo_ev=-2.60 lumo_energy_ev=3.39 homo_lumo_gap_ev=5.99
C -2.30 -1.11 -0.30
C -1.55 -0.44 -1.13
C -2.23 -1.13 1.15
C 4.69 -0.63 -0.08
C 3.55 0.09 0.05
C 1.27 0.85 0.47
C 2.16 -0.18 0.36
C -0.05 0.80 0.81
C -3.52 -1.89 -0.86
C 1.63 -1.60 0.41
C -1.10 2.59 -0.72
C -0.74 2.11 0.73
O -1.13 -0.02 -2.16
O -2.99 -1.79 1.83
S -0.83 -0.36 1.90
H 5.66 -0.26 -0.12
H 4.66 -1.68 0.13
H 3.72 1.18 -0.12
H 1.56 1.88 0.21
H -4.41 -1.24 -0.42
H -3.61 -2.89 -0.41
H -3.51 -1.92 -1.94
H 1.20 -1.75 1.38
H 2.35 -2.23 0.03
H 0.73 -1.63 -0.37
H -0.97 3.72 -0.97
H -2.15 2.47 -0.93
H -0.48 1.94 -1.28
H -1.60 2.19 1.36
H 0.00 2.95 0.98

No. 7
28
Properties=species:S:1:pos:R:3 method="wB97M-V/def2-TZVPD" charge=+1 mol_weight_g_mol=156.2 homo_ev=-13.82 lumo_energy_ev=-2.74 homo_lumo_gap_ev=11.08
C -1.43 -1.64 3.10
C -1.06 -1.90 1.64
C 0.15 -1.06 1.12
N -0.36 -0.02 0.22
C -0.10 0.12 -1.08
N 0.44 -0.79 -1.88
N -0.24 1.41 -1.54
H -0.64 -1.78 3.81
H -2.29 -2.26 3.39
H -1.88 -0.65 3.29
H -0.74 -2.93 1.54
H -1.92 -1.52 1.06
H 0.69 -0.54 1.91
H 0.94 -1.60 0.57
H -1.04 0.66 0.54
H 1.24 -1.29 -1.49
H 0.63 -0.63 -2.86
H -0.35 1.50 -2.53
H -0.63 2.12 -0.94
H 2.56 2.00 -3.87
H 2.11 1.84 -2.46
O 2.14 1.35 -3.29
H 3.37 -0.61 0.35
H 3.10 -0.01 -1.04
O 2.67 -0.24 -0.20
H -2.05 1.88 2.48
H -3.42 2.61 2.27
O -2.83 1.94 1.92

No. 8
45
Properties=species:S:1:pos:R:3 method="wB97M-V/def2-TZVPD" smiles="O=C(COC(=O)CCSc1ccc(Cl)cc1)NCCc1ccccc1" charge=0 mol_weight_g_mol=377.9 homo_ev=-8.75 lumo_energy_ev=0.40 homo_lumo_gap_ev=9.15
O -1.31 -0.91 2.89
C -0.97 -0.12 2.04
N -0.17 -0.40 1.00
H -0.04 0.28 0.27
C 0.18 -1.76 0.66
H 1.27 -1.86 0.63
H -0.21 -2.39 1.46
C -0.43 -2.15 -0.69
C -1.90 -1.86 -0.68
C -2.39 -0.68 -1.22
C -3.74 -0.37 -1.14
C -4.61 -1.24 -0.50
C -4.13 -2.42 0.04
C -2.79 -2.73 -0.04
H -2.41 -3.64 0.39
H -4.81 -3.10 0.54
H -5.66 -1.00 -0.43
H -4.11 0.55 -1.56
H -1.71 0.00 -1.72
H 0.06 -1.58 -1.49
H -0.24 -3.21 -0.87
C -1.40 1.35 2.14
H -2.47 1.38 2.35
H -0.86 1.80 2.98
O -1.18 2.12 0.97
C -0.06 2.83 0.88
O 0.79 2.88 1.73
C 0.02 3.55 -0.45
C 1.24 3.06 -1.24
H 2.15 3.15 -0.66
H 1.33 3.63 -2.17
S 1.05 1.31 -1.73
C 2.42 0.48 -0.96
C 2.88 0.79 0.31
C 3.92 0.07 0.86
C 4.48 -0.98 0.16
C 4.01 -1.31 -1.11
C 2.99 -0.58 -1.66
H 2.61 -0.82 -2.65
H 4.46 -2.13 -1.65
Cl 5.77 -1.89 0.85
H 4.28 0.31 1.85
H 2.44 1.59 0.89
H 0.14 4.62 -0.26
H -0.89 3.38 -1.01

No. 9
54
Properties=species:S:1:pos:R:3 method="wB97M-V/def2-TZVPD" charge=0 mol_weight_g_mol=404.2 homo_ev=-10.00 lumo_energy_ev=-1.01 homo_lumo_gap_ev=9.00
C -1.89 -3.64 0.89
C -1.11 -2.79 0.58
C 0.05 -1.88 0.07
F 1.27 -2.47 0.38
C -0.06 -1.73 -1.52
C -0.56 -3.05 -2.23
C 0.20 -3.12 -3.63
F -1.95 -3.12 -2.39
C -0.84 -0.41 -1.90
N -1.91 -0.02 -0.95
C -1.48 -0.13 0.42
N -2.37 0.08 1.35
C -3.79 0.46 1.16
N -4.72 -0.55 1.71
N -0.13 -0.52 0.60
C 0.43 -0.29 1.95
C 1.97 0.14 1.93
C 2.39 0.66 0.50
C 1.71 2.03 0.10
C 2.33 2.67 -1.22
O 3.40 1.91 -1.79
C 2.96 1.03 -2.83
H -2.62 -4.42 1.19
H 1.01 -1.57 -1.86
H -0.13 -3.91 -1.63
H -0.13 -4.02 -4.23
H 1.31 -3.26 -3.49
H 0.09 -2.16 -4.22
H -1.30 -0.59 -2.92
H -0.13 0.46 -1.99
H -2.19 0.94 -1.16
H -2.09 -0.03 2.33
H -3.94 1.40 1.77
H -4.07 0.73 0.11
H -5.45 -0.01 2.19
H -5.20 -0.96 0.89
H 0.33 -1.26 2.54
H -0.13 0.49 2.56
H 2.60 -0.71 2.31
H 2.12 0.99 2.66
H 2.26 -0.13 -0.30
H 3.50 0.86 0.54
H 0.61 1.87 -0.08
H 1.79 2.74 0.99
H 2.76 3.68 -0.93
H 1.51 2.88 -1.95
H 3.00 1.49 -3.86
H 1.88 0.76 -2.64
H 3.55 0.08 -2.77
B 0.63 3.69 4.15
F 1.78 3.89 3.33
F -0.50 4.29 3.53
F 0.40 2.28 4.29
F 0.85 4.27 5.42

No. 10
43
Properties=species:S:1:pos:R:3 method="wB97M-V/def2-TZVPD" charge=0 mol_weight_g_mol=537.2 homo_ev=-7.66 lumo_energy_ev=-0.10 homo_lumo_gap_ev=7.55
In -0.91 -0.65 -0.54
S -0.91 -1.54 1.70
C -2.66 -1.39 1.96
C -3.08 -1.34 3.29
C -4.41 -1.21 3.63
C -5.36 -1.10 2.63
C -4.97 -1.14 1.30
C -3.62 -1.29 0.94
S -3.25 -1.32 -0.79
H -2.32 -1.42 4.07
H -4.70 -1.18 4.68
H -6.41 -0.97 2.87
H -5.70 -1.04 0.52
Br 1.84 -1.36 -1.40
C 1.81 -0.09 -2.80
C 2.93 0.02 -3.55
C 2.95 0.92 -4.64
C 1.83 1.64 -4.94
C 0.66 1.54 -4.14
C -0.49 2.31 -4.46
C -1.61 2.22 -3.70
C -1.64 1.37 -2.57
C -0.55 0.62 -2.21
C 0.63 0.67 -3.02
H 3.80 -0.58 -3.33
H 3.85 1.02 -5.24
H 1.82 2.31 -5.80
H -0.46 2.96 -5.33
H -2.49 2.80 -3.96
H -2.54 1.32 -1.97
C 2.57 -1.87 3.23
P 2.24 -0.47 2.09
C 1.67 0.79 3.30
C 3.97 0.12 1.85
H 3.14 -1.55 4.11
H 3.14 -2.64 2.70
H 1.63 -2.31 3.55
H 2.40 0.94 4.10
H 0.72 0.46 3.73
H 1.49 1.73 2.79
H 4.47 0.30 2.80
H 3.97 1.04 1.26
H 4.53 -0.64 1.29

No. 11
46
Properties=species:S:1:pos:R:3 method="wB97M-V/def2-TZVPD" charge=0 mol_weight_g_mol=369.4 homo_ev=-7.62 lumo_energy_ev=-0.30 homo_lumo_gap_ev=7.32
C 3.62 3.38 -0.26
H 3.05 3.43 -1.19
O 4.28 2.14 -0.12
C 3.53 1.00 -0.06
C 2.14 1.00 -0.14
C 1.39 -0.17 -0.08
C 2.06 -1.39 0.07
C 3.44 -1.42 0.15
C 4.20 -0.23 0.08
O 5.54 -0.44 0.17
C 6.46 0.62 0.14
H 7.44 0.15 0.24
H 6.42 1.17 -0.80
H 6.32 1.32 0.97
O 4.18 -2.55 0.29
C 3.50 -3.78 0.37
H 2.92 -3.99 -0.54
H 4.28 -4.54 0.48
H 2.83 -3.82 1.24
H 1.50 -2.30 0.13
C -0.04 -0.06 -0.17
C -1.00 -1.01 -0.15
C -0.77 -2.40 -0.04
N -0.61 -3.53 0.04
C -2.40 -0.63 -0.26
N -2.77 0.63 -0.46
N -4.11 0.64 -0.53
C -4.63 -0.59 -0.36
C -3.55 -1.46 -0.19
C -3.69 -2.84 -0.02
N -3.91 -3.96 0.10
N -5.97 -0.86 -0.32
H -6.57 -0.31 -0.92
H -6.18 -1.85 -0.33
C -4.80 1.90 -0.62
H -4.19 2.57 -1.23
C -4.99 2.52 0.77
O -5.68 1.69 1.66
H -6.55 1.48 1.30
H -5.49 3.49 0.66
H -4.01 2.68 1.23
H -5.77 1.74 -1.10
H -0.42 0.95 -0.27
H 1.62 1.94 -0.25
H 2.96 3.58 0.59
H 4.42 4.13 -0.28